[1]
CHNO3S | ωB97M-V with the def2-TZVPD basis set

CARTESIAN COORDINATES (ANGSTROEM)
C 1.55 0.67 -0.40
N 0.54 0.92 0.12
O -0.57 1.31 0.34
O -1.49 -0.75 -1.27
O -1.29 -1.28 1.09
S -1.92 -0.47 0.08
H 3.17 -0.41 0.05

## Properties
orbital gap (spin up / spin down)	8.188 / 6.717	eV
E	-717.088899	Eh
energy above the lowest of the compared OMol25 structures with the same formula, charge and spin	730.5	kJ/mol
E_LUMO (spin up / spin down)	-2.61 / -3.99	eV

=====

[2]
CHNO5S | ωB97M-V with the def2-TZVPD basis set

CARTESIAN COORDINATES (ANGSTROEM)
C 1.98 0.10 0.18
N 3.46 -0.05 -0.07
O 4.03 -0.96 0.44
O 1.37 -0.86 0.50
O 3.92 0.86 -0.70
O -0.98 0.94 -0.61
O 1.55 1.33 0.05
S -0.12 1.73 0.48
H -1.61 0.32 -0.32

## Properties
orbital gap	9.491	eV
E	-867.701289	Eh
energy above the lowest of the compared OMol25 structures with the same formula, charge and spin	166.1	kJ/mol
E_LUMO	-0.59	eV

=====

[3]
CHNO5S2 | ωB97M-V with the def2-TZVPD basis set

CARTESIAN COORDINATES (ANGSTROEM)
C 0.81 -0.69 0.77
N -0.50 -0.25 0.77
O 1.12 -1.68 0.01
O -0.47 -3.34 -0.02
O 1.58 -0.06 1.50
O -2.74 -3.05 0.97
O -0.94 -3.77 2.46
S -1.21 -0.12 -0.63
S -1.32 -2.94 1.28
H 0.24 -2.47 -0.12

## Properties
orbital gap (spin up / spin down)	5.773 / 5.101	eV
E	-1265.996859	Eh
energy above the lowest of the compared OMol25 structures with the same formula, charge and spin	173.7	kJ/mol
E_LUMO (spin up / spin down)	5.81 / 5.85	eV
charge	-2

=====

[4]
CHNOS | ωB97M-V with the def2-TZVPD basis set

CARTESIAN COORDINATES (ANGSTROEM)
C 0.79 -0.22 0.35
N 1.08 0.68 1.13
O 0.69 1.59 1.85
S 1.49 -1.46 -0.55
H -0.04 -0.32 -0.28

## Properties
orbital gap (spin up / spin down)	8.153 / 6.481	eV
E	-566.704873	Eh
energy above the lowest of the compared OMol25 structures with the same formula, charge and spin	329.6	kJ/mol
SMILES string	O=NC=S
E_LUMO (spin up / spin down)	-0.89 / -2.60	eV

=====

[5]
CHO3PS | ωB97M-V with the def2-TZVPD basis set

CARTESIAN COORDINATES (ANGSTROEM)
C -0.74 0.63 -0.03
O -1.73 1.11 -0.38
O -0.66 -1.70 1.19
O -0.16 -0.34 0.47
P 1.28 1.41 -0.27
S 1.91 1.11 -2.08
H 0.09 -2.21 1.09

## Properties
orbital gap (spin up / spin down)	6.641 / 6.693	eV
E	-1003.804955	Eh
energy above the lowest of the compared OMol25 structures with the same formula, charge and spin	503.0	kJ/mol
SMILES string	O=C(OO)P=S
E_LUMO (spin up / spin down)	-2.06 / -2.16	eV

=====

[6]
CHO4PS | ωB97M-V with the def2-TZVPD basis set

CARTESIAN COORDINATES (ANGSTROEM)
C -1.29 0.58 -0.24
O -2.33 1.09 -0.08
O -0.58 0.36 -1.21
O -0.66 -0.31 0.88
O 1.83 0.35 0.17
P 0.59 -0.65 -0.03
S 0.90 -2.55 -0.10
H 1.55 1.12 0.60

## Properties
orbital gap	9.773	eV
E	-1079.266355	Eh
energy above the lowest of the compared OMol25 structures with the same formula, charge and spin	83.1	kJ/mol
E_LUMO	-0.64	eV

=====

[7]
CHO6S | ωB97M-V with the def2-TZVPD basis set

CARTESIAN COORDINATES (ANGSTROEM)
C 0.38 0.39 -0.03
O -1.98 0.70 1.05
O 0.69 1.52 0.29
O -1.82 0.34 -1.37
O -1.82 -1.52 0.16
O 2.64 -0.73 -0.01
O 0.87 -0.72 -0.20
S -1.56 -0.13 -0.08
H 2.61 0.15 0.18

## Properties
orbital gap (spin up / spin down)	8.363 / 7.888	eV
E	-888.285971	Eh
energy above the lowest of the compared OMol25 structures with the same formula, charge and spin	429.9	kJ/mol
E_LUMO (spin up / spin down)	2.79 / 1.93	eV
charge	-1

=====

[8]
CHO6S | ωB97M-V with the def2-TZVPD basis set

CARTESIAN COORDINATES (ANGSTROEM)
C -1.50 0.41 0.05
O -3.87 0.61 1.15
O -1.36 1.59 0.05
O -3.73 0.43 -1.30
O -3.59 -1.57 0.09
O 0.78 -0.92 0.06
O -1.01 -0.68 0.05
S -3.44 -0.14 -0.01
H 1.04 0.00 -0.01

## Properties
orbital gap (spin up / spin down)	8.173 / 7.352	eV
E	-888.256985	Eh
energy above the lowest of the compared OMol25 structures with the same formula, charge and spin	88.5	kJ/mol
multiplicity	3
E_LUMO (spin up / spin down)	3.84 / 1.08	eV
charge	-1

=====

[9]
CHoLiO3 | ωB97M-V with the def2-TZVPD basis set

CARTESIAN COORDINATES (ANGSTROEM)
Li -1.76 2.81 1.78
O -1.88 0.97 1.62
O 1.76 -0.92 -1.13
O 0.65 -1.65 -0.87
C 2.19 -0.38 -2.06
Ho -0.95 -0.83 0.67

## Properties
orbital gap (spin up / spin down)	9.845 / 8.399	eV
E	-1217.893662	Eh
multiplicity	6
E_LUMO (spin up / spin down)	-15.84 / -17.28	eV
charge	+3

=====

[10]
CI3P | ωB97M-V with the def2-TZVPD basis set

CARTESIAN COORDINATES (ANGSTROEM)
C 0.74 -0.15 -0.02
P -0.36 -1.46 -0.26
I 2.91 -0.39 0.15
I 0.00 1.92 0.02
I -3.29 0.08 0.12

## Properties
orbital gap (spin up / spin down)	6.748 / 6.036	eV
E	-1272.442614	Eh
energy above the lowest of the compared OMol25 structures with the same formula, charge and spin	194.8	kJ/mol
E_LUMO (spin up / spin down)	-2.39 / -2.85	eV

=====

[11]
CI4O2S | ωB97M-V with the def2-TZVPD basis set

CARTESIAN COORDINATES (ANGSTROEM)
C 0.04 -1.30 0.64
O -0.17 1.45 0.75
O 0.69 0.43 -1.41
S 0.08 0.37 -0.13
I -2.65 0.23 -0.96
I -0.04 -2.63 -0.95
I 2.02 -0.97 1.33
I -3.91 -0.50 1.21

## Properties
orbital gap	6.084	eV
E	-1777.408347	Eh
energy above the lowest of the compared OMol25 structures with the same formula, charge and spin	126.0	kJ/mol
E_LUMO	-2.24	eV

=====

[12]
CIN3O | ωB97M-V with the def2-TZVPD basis set

CARTESIAN COORDINATES (ANGSTROEM)
C -0.91 0.83 0.22
N 0.59 -0.60 0.66
N 1.36 -0.82 -0.20
N 2.22 -1.10 -0.91
O -0.63 1.93 0.38
I -2.62 -0.24 -0.16

## Properties
orbital gap (spin up / spin down)	7.355 / 7.353	eV
E	-575.174234	Eh
energy above the lowest of the compared OMol25 structures with the same formula, charge and spin	127.8	kJ/mol
E_LUMO (spin up / spin down)	-1.91 / -1.91	eV

=====

[13]
CIN3S | ωB97M-V with the def2-TZVPD basis set

CARTESIAN COORDINATES (ANGSTROEM)
C -1.79 -0.11 -0.98
N -1.50 0.42 -1.94
N 2.73 1.21 1.35
N 2.05 0.41 0.92
S 1.18 -0.59 0.23
I -2.68 -1.35 0.42

## Properties
orbital gap (spin up / spin down)	7.324 / 5.558	eV
E	-898.046199	Eh
energy above the lowest of the compared OMol25 structures with the same formula, charge and spin	0.0	kJ/mol
multiplicity	3
E_LUMO (spin up / spin down)	0.39 / -4.50	eV

=====

[14]
CINO | ωB97M-V with the def2-TZVPD basis set

CARTESIAN COORDINATES (ANGSTROEM)
C -0.73 -0.02 -0.05
N 0.28 0.61 0.02
O -1.72 -0.59 0.02
I 2.17 0.00 0.00

## Properties
orbital gap	8.944	eV
E	-465.773166	Eh
E_LUMO	-0.85	eV

=====

[15]
CLiO2Sn | ωB97M-V with the def2-TZVPD basis set

CARTESIAN COORDINATES (ANGSTROEM)
O 1.18 -2.19 0.37
C 0.43 -1.40 0.66
O -0.34 0.96 -0.48
Sn -0.29 2.17 -1.76
Li -0.97 0.46 1.21

## Properties
orbital gap (spin up / spin down)	11.042 / 7.136	eV
E	-409.657769	Eh
multiplicity	2
E_LUMO (spin up / spin down)	-11.09 / -14.90	eV
charge	+2

=====

[16]
CN2O2 | ωB97M-V with the def2-TZVPD basis set

CARTESIAN COORDINATES (ANGSTROEM)
C -0.47 0.28 -0.56
N -1.26 0.34 -1.38
N 0.41 0.01 0.43
O 0.99 0.79 1.16
O 0.33 -1.42 0.35

## Properties
orbital gap (spin up / spin down)	9.210 / 9.205	eV
E	-297.891001	Eh
energy above the lowest of the compared OMol25 structures with the same formula, charge and spin	748.4	kJ/mol
SMILES string	N#C[N+](=O)[O-]
E_LUMO (spin up / spin down)	-2.81 / -2.81	eV

=====

[17]
CN2O2S2 | ωB97M-V with the def2-TZVPD basis set

CARTESIAN COORDINATES (ANGSTROEM)
C 0.60 1.21 0.03
N -0.64 1.33 0.11
N 1.65 0.68 -0.30
O -2.28 -0.68 0.32
O 0.13 -1.32 0.23
S 1.68 -0.98 0.02
S -1.13 -0.23 -0.41

## Properties
orbital gap	8.013	eV
E	-1094.348493	Eh
energy above the lowest of the compared OMol25 structures with the same formula, charge and spin	27.5	kJ/mol
E_LUMO	-1.11	eV

=====

[18]
CN2O3 | ωB97M-V with the def2-TZVPD basis set

CARTESIAN COORDINATES (ANGSTROEM)
C -2.35 0.40 -0.55
N 1.57 -1.23 0.58
N 2.31 -0.44 0.54
O 3.07 0.44 0.46
O -2.89 1.48 0.00
O -1.71 -0.65 -1.03

## Properties
orbital gap	12.158	eV
E	-373.237055	Eh
energy above the lowest of the compared OMol25 structures with the same formula, charge and spin	224.5	kJ/mol
SMILES string	N#[N+][O-].O=C=O
E_LUMO	0.02	eV

=====

[19]
CN2O3S | ωB97M-V with the def2-TZVPD basis set

CARTESIAN COORDINATES (ANGSTROEM)
C 1.78 -0.45 0.21
N 1.70 -1.54 0.56
N -1.98 0.10 -0.18
O -1.22 -0.66 -0.66
O -1.59 1.19 0.50
O -0.31 1.39 0.82
S 1.64 1.02 -0.40

## Properties
orbital gap (spin up / spin down)	6.702 / 6.703	eV
E	-771.208887	Eh
energy above the lowest of the compared OMol25 structures with the same formula, charge and spin	465.1	kJ/mol
E_LUMO (spin up / spin down)	-4.02 / -4.02	eV

=====

[20]
CN2OS | ωB97M-V with the def2-TZVPD basis set

CARTESIAN COORDINATES (ANGSTROEM)
C -1.33 -0.03 0.05
N -2.33 0.61 -0.03
N -0.28 -0.73 -0.05
O 2.51 -0.35 -0.01
S 1.42 0.50 0.03

## Properties
orbital gap (spin up / spin down)	8.640 / 7.767	eV
E	-620.906141	Eh
energy above the lowest of the compared OMol25 structures with the same formula, charge and spin	274.4	kJ/mol
E_LUMO (spin up / spin down)	-2.09 / -2.47	eV